ORCA calculation (ωB97M-V with the def2-TZVPD basis set) on 2 unconnected molecules or ions with the total composition C21H14Cl2N3O8 in a non-equilibrium geometry.

Results
relative energy (zero: lowest compared OMol25 entry of this formula, charge and spin)	0.00	kJ/mol
HOMO level	-4.02	eV
orbital gap	3.303	eV
max |F|	2.978	eV Å⁻¹

The geometry in ORCA input format:
```
! RIJCOSX wB97M-V def2-TZVPD def2/J DEFGRID3
* xyz -1 1
N -3.583 -2.055 3.103
C -2.582 -1.451 3.117
C -1.362 -0.729 3.124
C -1.362 0.635 3.079
C -2.573 1.366 3.084
N -3.572 1.971 3.082
C -0.118 1.418 3.055
O -0.138 2.632 2.874
C 1.139 0.640 3.220
Cl 2.560 1.560 3.351
C 1.144 -0.724 3.244
Cl 2.573 -1.627 3.390
C -0.119 -1.514 3.162
O -0.141 -2.740 3.117
C -5.204 -2.742 -1.026
C -5.331 -1.364 -0.459
O -4.034 -0.763 -0.598
C -4.084 0.548 -0.309
C -2.789 1.240 -0.309
C -1.556 0.448 -0.490
O -0.538 0.607 0.186
O -1.632 -0.507 -1.434
C -0.397 -1.219 -1.690
C -0.761 -2.561 -2.254
C -2.730 2.636 -0.145
C -1.486 3.362 -0.118
C -1.452 4.744 -0.153
C -2.660 5.480 -0.188
N -2.652 6.888 -0.389
O -3.754 7.485 -0.437
O -1.556 7.479 -0.513
C -3.901 4.810 -0.117
C -3.923 3.434 -0.076
O -5.177 1.051 -0.016
H -6.173 -3.239 -0.977
H -4.892 -2.717 -2.074
H -4.473 -3.338 -0.473
H -6.084 -0.788 -1.015
H -5.584 -1.377 0.609
H 0.195 -0.627 -2.407
H 0.145 -1.337 -0.746
H 0.137 -3.040 -2.647
H -1.161 -3.202 -1.462
H -1.505 -2.503 -3.051
H -0.566 2.795 -0.027
H -0.507 5.285 -0.170
H -4.821 5.388 -0.119
H -4.869 2.916 0.011
*
```

=====

ORCA calculation (ωB97M-V with the def2-TZVPD basis set) on 2 unconnected molecules or ions with the total composition C22H49O4PS.

Results
HOMO level	-6.48	eV
orbital gap	5.547	eV
max |F|	0.525	eV Å⁻¹

The geometry in ORCA input format:
```
! RIJCOSX wB97M-V def2-TZVPD def2/J DEFGRID3
* xyz 0 1
C 2.181 3.008 3.455
C 1.479 3.613 2.235
C 2.037 3.078 0.910
C 1.450 5.151 2.306
C 0.233 5.709 1.560
C 2.737 5.761 1.773
O 2.890 7.040 2.336
S 4.322 7.784 1.926
O 5.308 7.059 2.704
O 4.061 9.138 2.344
O 4.422 7.569 0.492
H 2.401 1.951 3.286
H 1.527 3.081 4.324
H 3.111 3.532 3.675
H 0.429 3.293 2.284
H 1.276 3.104 0.128
H 2.309 2.025 1.045
H 2.934 3.591 0.575
H 1.343 5.448 3.352
H 0.314 6.784 1.421
H -0.678 5.472 2.116
H 0.137 5.216 0.588
H 2.705 5.830 0.682
H 3.598 5.136 2.044
C -3.687 -0.003 -3.156
C -2.498 -0.862 -3.573
C -2.653 -2.327 -3.164
C -2.452 -2.613 -1.668
P -0.753 -2.756 -1.077
C 0.088 -3.929 -2.172
C -0.572 -5.277 -2.498
C -0.572 -6.358 -1.413
C 0.783 -6.607 -0.759
C -0.801 -3.498 0.566
C -1.521 -2.817 1.743
C -0.837 -1.618 2.402
C 0.651 -1.799 2.682
C 0.318 -1.312 -1.240
C 0.155 0.001 -0.463
C -1.233 0.663 -0.437
C -1.324 1.883 -1.352
H -3.865 -0.036 -2.079
H -3.531 1.040 -3.429
H -4.597 -0.344 -3.652
H -1.576 -0.441 -3.166
H -2.395 -0.818 -4.659
H -1.977 -2.952 -3.751
H -3.662 -2.653 -3.424
H -2.885 -3.592 -1.432
H -3.008 -1.905 -1.052
H 1.100 -4.063 -1.784
H 0.215 -3.383 -3.112
H -0.037 -5.672 -3.365
H -1.598 -5.112 -2.835
H -0.908 -7.283 -1.884
H -1.323 -6.143 -0.649
H 1.509 -6.969 -1.488
H 0.696 -7.359 0.024
H 1.196 -5.709 -0.296
H 0.217 -3.788 0.832
H -1.332 -4.437 0.389
H -1.650 -3.596 2.497
H -2.531 -2.531 1.435
H -1.352 -1.426 3.345
H -1.000 -0.724 1.802
H 0.825 -2.596 3.407
H 1.075 -0.881 3.089
H 1.220 -2.037 1.780
H 0.363 -1.106 -2.315
H 1.311 -1.716 -1.004
H 0.869 0.703 -0.898
H 0.514 -0.154 0.553
H -1.450 0.991 0.581
H -2.017 -0.053 -0.695
H -0.669 2.675 -0.990
H -2.339 2.280 -1.378
H -1.027 1.646 -2.376
*
```

=====

ORCA calculation (ωB97M-V with the def2-TZVPD basis set) on a molecular structure, C53H55N2O7P2Pd in a non-equilibrium geometry.

Results
HOMO level	-10.08	eV
orbital gap	6.478	eV
max |F|	6.601	eV Å⁻¹

The geometry in ORCA input format:
```
! RIJCOSX wB97M-V def2-TZVPD def2/J DEFGRID3
* xyz 1 1
C 5.943 1.513 -0.517
C 5.464 2.669 0.067
C 4.479 2.614 1.024
C 3.939 1.379 1.427
O 2.910 1.242 2.367
P 1.602 2.130 1.959
O 0.430 2.030 3.102
C 1.000 1.752 4.359
C 0.953 2.714 5.383
C 1.573 2.484 6.589
C 2.238 1.296 6.821
C 2.259 0.319 5.845
C 1.647 0.533 4.633
O 1.981 3.639 1.447
C 1.134 4.625 1.941
C 1.638 5.923 2.149
C 0.836 6.910 2.672
C -0.483 6.646 2.986
C -1.014 5.395 2.741
C -0.222 4.400 2.222
Pd 0.572 0.395 0.598
P 1.810 -1.373 -0.497
O 3.004 -0.908 -1.500
C 3.797 -1.982 -1.906
C 4.397 -1.978 -3.180
C 5.188 -3.028 -3.593
C 5.425 -4.101 -2.753
C 4.858 -4.126 -1.497
C 4.064 -3.087 -1.083
O 2.248 -2.290 0.791
C 1.543 -3.503 0.850
C 2.229 -4.721 1.040
C 1.555 -5.920 1.032
C 0.184 -5.951 0.868
C -0.516 -4.770 0.724
C 0.145 -3.566 0.719
O 0.538 -1.962 -1.341
C 0.866 -2.194 -2.693
C 0.989 -3.514 -3.165
C 1.330 -3.763 -4.474
C 1.547 -2.716 -5.351
C 1.434 -1.411 -4.912
C 1.105 -1.147 -3.604
C -0.363 1.409 -1.110
C 0.012 2.737 -1.489
C 1.083 2.900 -2.387
C 1.436 4.145 -2.838
C 0.739 5.264 -2.407
C -0.273 5.136 -1.469
C -0.629 3.893 -1.006
C -1.323 1.048 -0.101
C -1.536 -0.278 0.225
C 4.468 0.215 0.851
C 5.445 0.292 -0.111
H 6.686 1.566 -1.299
H 5.852 3.624 -0.242
H 4.097 3.515 1.470
H 0.453 3.646 5.185
H 1.544 3.238 7.357
H 2.742 1.129 7.759
H 2.762 -0.614 6.027
H 1.683 -0.209 3.855
H 2.670 6.122 1.916
H 1.236 7.896 2.836
H -1.102 7.414 3.420
H -2.049 5.191 2.956
H -0.624 3.423 2.020
H 4.209 -1.143 -3.832
H 5.630 -3.018 -4.575
H 6.059 -4.913 -3.069
H 5.043 -4.954 -0.833
H 3.677 -3.077 -0.089
H 3.295 -4.704 1.181
H 2.100 -6.842 1.151
H -0.341 -6.892 0.867
H -1.586 -4.787 0.607
H -0.399 -2.646 0.618
H 0.853 -4.318 -2.462
H 1.436 -4.780 -4.816
H 1.817 -2.913 -6.376
H 1.616 -0.594 -5.591
H 1.069 -0.133 -3.254
H 0.026 0.604 -1.738
H 1.652 2.034 -2.681
H 2.275 4.254 -3.506
H 1.002 6.237 -2.788
H -0.765 6.015 -1.086
H -1.416 3.790 -0.283
H -1.853 1.832 0.440
H -1.175 -1.056 -0.441
H -2.262 -0.573 0.976
H 4.040 -0.729 1.135
H 5.797 -0.610 -0.576
C -7.378 -3.353 2.940
C -7.172 -2.571 1.653
C -6.439 -1.257 1.886
N -6.318 -0.464 0.679
C -5.299 -0.746 -0.201
C -5.274 -0.027 -1.527
C -6.510 -0.332 -2.395
C -6.004 -0.341 -3.855
C -4.465 -0.472 -3.768
N -4.116 -0.483 -2.331
O -4.439 -1.558 0.074
H -7.898 -4.299 2.780
H -6.425 -3.576 3.420
H -7.970 -2.777 3.653
H -6.610 -3.168 0.922
H -8.137 -2.361 1.176
H -6.929 -0.671 2.672
H -5.422 -1.459 2.242
H -7.157 0.044 0.384
H -5.195 1.056 -1.350
H -6.901 -1.315 -2.115
H -7.320 0.392 -2.243
H -6.448 -1.165 -4.430
H -6.281 0.584 -4.380
H -4.114 -1.411 -4.217
H -3.953 0.351 -4.284
H -3.249 0.000 -2.072
*
```

=====

- What is the HOMO level in the third record?
  -10.08 eV